# 1
66
Properties=species:S:1:pos:R:3:forces:R:3 method="wB97M-V/def2-TZVPD" lumo_ev="-2.01 / -4.96" e_above_lowest_kcal_mol=0.0 s_squared=8.788 spin_multiplicity=6 total_charge=+1 max_force_ev_per_a=3.9 orbital_gap_ev="6.98 / 5.70" total_energy_ha=-1226.3028
C -1.15298 1.21581 1.60806 -2.1818 0.4971 -0.3405
C -2.03605 0.49588 0.63641 0.7165 0.5650 1.4369
C -2.30938 1.42171 -0.43136 0.0389 0.8051 -0.4214
C -1.62384 2.62596 -0.19393 -0.1952 -0.0733 0.1659
C -0.98164 2.56885 1.04258 -0.5844 0.0154 -0.2622
Ir 0.05714 -0.05632 0.58743 -0.1603 -1.2375 -1.7959
C 2.91259 1.03872 -1.40366 0.4459 -0.0388 -0.6507
C 2.76224 0.49502 -0.18063 -0.7122 0.5098 1.0039
H 3.36209 -0.36177 0.13151 -0.4746 -0.2837 -0.5417
C 1.75084 0.97961 0.79225 3.2302 2.2579 0.2232
H 1.52945 2.04238 0.68107 0.0163 -0.0945 -0.0162
H 2.04510 0.81317 1.83476 -0.1054 -0.0182 0.0527
C 3.47863 0.19937 -2.51926 0.4425 -0.0574 0.1874
H 3.48018 -0.86084 -2.23611 0.0871 0.2605 -0.0879
H 2.85775 0.30025 -3.41845 0.0713 0.0446 0.1637
H 4.50226 0.49179 -2.78751 -0.1506 0.0004 -0.0654
C 2.52292 2.44554 -1.77415 -0.5169 0.0146 -0.1147
H 1.93630 2.95187 -0.99844 0.1506 -0.1010 -0.1938
H 3.40372 3.07923 -1.97737 -0.1268 -0.4197 0.1049
H 1.93111 2.44492 -2.70136 0.0971 0.0321 0.1802
C -2.94963 -0.62859 0.97559 -0.1968 -0.3382 -0.1544
H -2.48290 -1.32002 1.68131 -0.2267 0.0700 0.0748
H -3.89153 -0.25987 1.41189 0.1972 -0.1063 -0.0691
H -3.19619 -1.18467 0.06024 -0.0582 0.0438 0.2377
C -3.24820 1.17517 -1.54499 -0.1796 -0.1633 -0.4968
H -3.24479 0.13050 -1.88147 0.0205 0.1509 0.1406
H -4.28010 1.42435 -1.25058 0.1781 -0.0610 -0.0625
H -3.00005 1.78887 -2.41915 -0.1017 -0.0757 0.1973
C -1.65761 3.80176 -1.11233 0.0774 0.2666 -0.2714
H -1.63155 3.47658 -2.16231 -0.0611 0.0988 0.2340
H -2.57800 4.39353 -0.97554 0.3172 -0.1454 -0.0463
H -0.79454 4.46472 -0.96630 -0.2671 -0.1232 0.0592
C -0.34522 3.70775 1.73393 0.4904 0.3680 0.2197
H 0.34485 4.24551 1.06398 -0.1647 -0.0912 0.2065
H -1.09291 4.44470 2.07144 0.1743 -0.2086 -0.0804
H 0.22385 3.38557 2.61444 -0.0999 0.1131 -0.1853
C -1.20944 0.93103 3.06815 0.1974 0.0429 0.4056
H -0.35730 1.38419 3.58501 -0.1690 -0.0851 0.0625
H -2.13852 1.34115 3.47852 0.0857 -0.0389 0.1575
H -1.18952 -0.14783 3.25417 -0.0675 0.1555 0.1334
C 0.08567 -0.66140 -1.38894 0.1216 0.5102 -0.1386
C 0.31510 -1.97134 -1.78940 -0.4811 -0.2915 -0.6092
C -0.16757 0.32263 -2.33982 -0.3982 -0.0281 -0.7843
C 0.02464 -2.34335 -3.11154 0.2322 -0.2092 0.4130
H 0.66569 -2.70173 -1.06715 -0.1082 -0.1209 -0.1788
C -0.38217 -0.03120 -3.67288 0.0433 0.2722 0.2024
H -0.23613 1.36806 -2.02844 -0.0493 -0.3221 -0.2093
C -0.33604 -1.37812 -4.04295 -0.1514 0.2458 -0.2204
H 0.05844 -3.39854 -3.39079 0.1355 0.3338 -0.0190
H -0.62171 0.75688 -4.39497 0.1180 -0.4191 0.1343
H -0.58920 -1.66027 -5.06520 0.1354 0.0109 0.2690
C -0.92424 -5.18521 1.89825 -0.2133 -0.7690 0.0689
C -0.11903 -3.95249 1.94685 0.1739 0.6665 -0.0960
C 1.00345 -3.60681 2.68068 0.2057 -0.0697 0.0409
C 1.36222 -2.29401 2.34240 -1.6782 -0.8891 -0.6493
N 0.42407 -1.83589 1.44605 0.9687 -2.1662 1.1914
N -0.42436 -2.87800 1.20605 -0.0201 -0.2171 0.3890
C 2.54800 -1.56694 2.85025 0.5466 0.2021 0.2867
H -0.29663 -6.03241 1.59035 -0.2049 0.1811 0.0569
H -1.31947 -5.42051 2.89593 0.0889 0.0706 -0.2640
H -1.77190 -5.11237 1.20479 0.2563 0.0507 0.1549
H 1.50773 -4.26256 3.37050 0.1038 0.0729 0.0131
H -1.14942 -2.84329 0.48549 0.4965 0.3758 0.3827
H 2.32809 -0.98688 3.76066 -0.0417 -0.1259 -0.3216
H 3.31288 -2.31339 3.12696 -0.3528 0.3328 -0.1098
H 2.99278 -0.89637 2.10900 -0.1612 -0.2490 0.2060


# 2
70
Properties=species:S:1:pos:R:3:forces:R:3 method="wB97M-V/def2-TZVPD" lumo_ev="2.36 / 2.36" s_squared=2.181 spin_multiplicity=3 total_charge=-1 max_force_ev_per_a=5.2 orbital_gap_ev="3.96 / 3.82" total_energy_ha=-1532.3671
C -1.55537 -6.56176 -2.56487 -0.7400 -0.5766 -0.8031
C -1.47544 -5.03983 -2.79686 -0.5809 -0.1216 0.3536
C -0.51907 -6.92780 -1.46704 -0.1953 -0.0283 -0.3830
C 0.42544 -5.70787 -1.28218 0.1720 0.0406 -0.2494
H 0.03758 -7.79234 -1.84099 -0.1621 0.0710 0.3411
H -1.05056 -7.21143 -0.54644 0.3586 0.1897 -0.2349
C -0.05102 -4.68401 -2.43872 0.6749 -0.2201 -0.2650
H -2.21090 -4.54112 -2.15082 0.1997 -0.1134 -0.0711
H -1.71457 -4.79536 -3.84055 0.0599 0.0495 0.3093
C 0.30136 -3.17246 -2.58416 0.3335 0.5149 1.0769
H 0.51459 -5.11314 -3.28464 0.0924 0.2324 -0.0361
H 1.44599 -6.01209 -1.56751 -0.2651 0.0893 -0.0484
C 0.50817 -5.31129 0.14793 -0.0496 0.7098 -0.6160
C -2.97375 -6.96518 -2.18881 -0.5968 1.0208 1.7837
C -1.32978 -7.43757 -3.80771 1.7288 -0.9859 0.0786
O -0.82321 -8.55161 -3.76761 -0.5358 1.3482 -0.0467
O -3.65422 -6.37861 -1.35867 0.7526 -0.7489 -1.1363
O -3.39893 -8.06450 -2.82768 -0.4360 0.1849 0.1793
O -1.72282 -6.89085 -4.96413 -0.0809 -0.2232 0.0323
C -1.56617 -7.80053 -6.06512 -0.0587 0.1168 -0.0314
H -1.99773 -7.28459 -6.92194 0.0789 -0.1117 0.0344
H -2.09672 -8.73413 -5.84385 0.1485 0.2140 -0.1672
H -0.50139 -8.01396 -6.21716 -0.3034 0.0052 -0.0393
C -4.74795 -8.41983 -2.51198 -0.1730 -0.0839 0.0135
H -4.87249 -8.49051 -1.42337 -0.0288 -0.0418 -0.3697
H -4.90521 -9.38210 -3.00370 -0.0867 0.1777 0.1406
H -5.43282 -7.65450 -2.90574 0.1633 -0.2874 0.1602
O -0.16929 -2.18442 -1.69151 -0.6824 -4.1334 -3.0240
H -0.12834 -2.86012 -3.54781 0.2254 -0.3286 -0.2467
H 1.40239 -3.10187 -2.65978 -0.1768 -0.1413 -0.0285
C 1.73406 -4.61474 0.60787 0.3242 0.3193 0.1699
C -0.77129 -5.08896 0.84979 -0.5717 0.1847 0.3834
H -1.00849 -5.87547 1.59007 0.0352 0.2266 -0.0469
H -1.59316 -5.08625 0.11875 -0.0009 0.0451 0.3340
H -0.76232 -4.10925 1.35918 -0.0240 -0.4029 -0.0648
H 1.48546 -3.67764 1.13169 0.0954 -0.0857 -0.0992
H 2.36442 -4.34911 -0.25079 -0.0024 -0.0241 0.1560
H 2.35722 -5.21458 1.29043 -0.0899 -0.0225 -0.0254
Mo 0.26017 -0.97502 -0.36017 0.8409 3.6933 0.1187
C 2.19882 0.55073 -0.25424 -0.5484 -0.0258 -0.8257
C 2.59324 -0.56750 -1.05207 0.7169 0.0214 -0.4906
C 1.81169 -0.54001 -2.25558 -0.1304 1.2974 0.9831
H 3.37590 -1.28380 -0.79751 -0.1373 0.4344 -0.2539
C 0.81923 0.48886 -2.12540 1.3196 -0.2298 -0.2738
C 1.08172 1.18367 -0.88605 1.0513 -0.4279 -0.1746
H 0.59460 2.10055 -0.55527 0.0447 -0.4788 -0.0048
H 2.74197 0.92768 0.60862 -0.5212 -0.4876 -0.1931
H 2.02236 -1.11465 -3.15173 -0.4925 -0.2828 0.3880
H 0.04529 0.73621 -2.85473 0.3502 -0.1127 0.3224
C -1.51956 -0.83949 1.47823 -1.6942 0.5322 -0.2707
C -1.26651 0.42602 0.84175 -1.0175 -1.0343 0.5947
C -1.68205 0.31235 -0.53465 -0.9414 -0.8706 0.5219
H -0.98774 1.34264 1.35380 0.1362 -0.2992 -0.2918
C -2.15440 -1.02114 -0.73633 -0.3902 1.2713 0.5276
C -2.02315 -1.73422 0.49072 -0.1073 0.2727 1.2285
H -2.37838 -2.74935 0.67633 0.2397 0.4000 -0.1150
H -1.45715 -1.04773 2.54062 0.2993 -0.0190 -0.4050
H -1.75285 1.13096 -1.25224 0.2495 -0.3621 0.1865
H -2.65091 -1.38875 -1.64032 0.7481 0.0774 0.3116
C 1.52158 0.78740 2.95596 0.0072 0.3778 0.2356
C 1.59105 -0.72843 2.85115 -0.1536 -0.7971 -1.2608
C 0.99945 -1.33883 4.12089 -0.1181 -0.0491 0.2064
O 1.04871 -1.28760 1.67213 0.6613 -0.0374 1.4272
H 0.52953 1.16522 2.69262 0.1631 -0.0546 0.0444
H 2.27308 1.26141 2.32603 -0.2219 0.1129 0.0576
H 1.74344 1.07885 3.98876 -0.0293 0.1363 -0.0577
H 2.66550 -0.99257 2.87116 0.1623 0.0878 0.1119
H -0.08980 -1.22851 4.13668 0.0940 -0.0948 -0.0099
H 1.26432 -2.39470 4.21374 -0.1779 -0.0112 -0.1366
H 1.39533 -0.82093 5.00416 -0.0051 -0.0991 -0.0161


# 3
72
Properties=species:S:1:pos:R:3:forces:R:3 method="wB97M-V/def2-TZVPD" lumo_ev=-10.06 e_above_lowest_kcal_mol=0.0 spin_multiplicity=1 total_charge=+3 max_force_ev_per_a=1.5 orbital_gap_ev=5.02 total_energy_ha=-2152.4053
Zr 0.03128 0.42319 -1.22136 0.5864 0.2892 0.4576
P 2.29415 -0.89925 -1.02725 0.6881 -1.3029 -0.1914
C 2.32716 -0.83650 -2.87304 0.1682 0.5110 -0.4586
C 1.06850 -1.38583 -3.53090 0.1849 -0.1610 0.1461
N -0.12004 -0.99064 -2.99518 -0.2785 0.5633 -0.2166
C -1.28863 -1.35302 -3.60021 0.0678 -0.2893 0.1689
C -1.28219 -2.28576 -4.62383 -0.4083 0.1567 -0.2429
C -0.07658 -2.73496 -5.16167 -0.0241 0.2116 0.3302
C 1.11093 -2.23837 -4.62563 0.1594 0.0349 0.2928
C -2.58815 -0.75395 -3.09171 -0.1547 -0.2082 0.1849
P -2.37867 0.89514 -2.30894 -0.9311 -0.2220 -0.4803
H 2.08303 -2.52591 -5.01295 -0.1800 -0.0138 -0.0718
H -2.24971 -2.61765 -5.00854 0.4229 0.0590 -0.0451
H -0.06261 -3.44376 -5.98662 -0.0094 0.1295 0.1532
H -3.32071 -0.63003 -3.90177 0.2206 -0.3101 0.1210
H -3.04491 -1.40791 -2.33189 0.1002 0.0157 -0.2285
H 2.47093 0.25217 -3.14035 0.1655 -1.3084 -0.0203
H 3.19915 -1.43731 -3.15873 -0.1059 0.3552 -0.3158
H 0.31463 3.17797 -1.66764 0.2353 -0.0825 -0.3542
O 1.05092 1.92225 -2.18910 -0.7509 -0.3331 -0.0538
H 1.23088 2.03110 -3.14748 -0.0138 -0.0079 0.7432
H -0.55475 2.99902 -0.31116 -0.0841 1.1828 -0.5191
O -0.38548 3.69067 -1.13679 0.0285 -0.0517 1.2410
H 0.01456 4.52878 -0.82328 -0.2957 -0.1077 -0.0077
C -2.70063 2.05047 -3.66904 0.4104 0.4336 -0.1197
H -3.72055 1.91801 -4.05978 0.2721 -0.0431 0.2272
H -2.58733 3.08088 -3.29763 -0.0750 -0.2859 -0.2282
H -1.98646 1.88317 -4.48653 -0.1569 0.1054 0.1719
C -3.79921 1.12097 -1.19630 -0.0831 -0.0616 0.3752
H -3.66308 2.03623 -0.59902 -0.0547 -0.2471 -0.2540
H -4.73802 1.20918 -1.76476 0.3431 -0.0628 0.1187
H -3.87789 0.27557 -0.49788 0.0142 0.2062 -0.1667
C 2.35918 -2.69249 -0.73523 -0.3220 -0.2753 0.1847
H 3.38078 -3.05638 -0.93247 -0.3643 0.1602 0.0247
H 2.08846 -2.91199 0.30679 0.1301 0.0714 -0.3329
H 1.65103 -3.20976 -1.39993 0.1951 0.1157 0.2074
C 3.91692 -0.30032 -0.50879 0.1696 0.6689 0.1533
H 3.94052 -0.18893 0.58162 -0.1006 -0.0841 -0.2046
H 4.70925 -1.00026 -0.80213 -0.2888 0.0752 -0.0710
H 4.11340 0.68178 -0.95416 0.0168 -0.1501 0.0688
C 3.56631 1.15769 3.13846 0.1364 -0.0195 0.1488
C 2.70452 -0.08471 3.08666 0.2395 -0.1681 0.0472
C 3.30966 -1.32354 2.87742 0.0245 -0.1294 -0.1834
C 2.54937 -2.49164 2.75979 0.2010 0.2065 0.0646
C 1.16995 -2.40245 2.80840 -0.3158 0.0758 -0.1365
C 0.54173 -1.16675 3.05752 0.8610 0.0043 -0.0075
N -0.84788 -1.20822 3.16508 -1.1737 0.1377 0.1666
C -1.82130 -0.20788 3.17503 0.1465 -0.6113 -0.3317
C -2.88417 -0.33202 4.06973 -0.4008 0.4181 0.1111
C -3.79736 0.71851 4.19057 0.3304 -0.8044 -0.1672
C -3.71353 1.86880 3.38531 0.3126 0.5940 -0.5667
C -2.73291 1.96153 2.40213 -0.5026 0.0912 0.8333
C -1.82601 0.89433 2.26143 0.4060 -0.5963 0.2797
C -1.03433 0.76145 1.10434 -0.4503 -0.0085 0.3192
O -0.55723 1.77777 0.39115 -0.0120 -0.2742 -0.6608
O -0.78257 -0.38641 0.57672 0.5669 0.5696 -1.0437
C 1.31837 -0.00639 3.28542 -0.4039 -0.6154 -0.3861
C 0.70661 1.26982 3.75611 0.1409 0.5599 0.1173
H 3.19501 1.94735 2.46484 0.0581 -0.2093 0.2471
H 3.61015 1.57757 4.15571 0.0173 -0.0776 -0.3393
H 4.59433 0.91273 2.84052 -0.2514 0.1116 0.1267
H 4.39838 -1.36602 2.82200 -0.2546 -0.0753 0.0032
H 3.04326 -3.45672 2.61922 -0.2001 0.3061 0.0960
H 0.53780 -3.28793 2.67588 0.3039 0.2386 0.0947
H -1.22855 -2.14001 3.31710 0.2022 0.3752 0.2702
H -2.94349 -1.23931 4.68437 -0.0386 0.5788 -0.0834
H -4.58904 0.61447 4.92639 0.0647 0.1812 -0.0945
H -4.42616 2.68824 3.52093 0.2718 -0.3853 -0.0440
H -2.65754 2.81919 1.73048 -0.1515 -0.2063 0.2759
H 0.35984 1.87901 2.91020 0.0278 0.0990 0.3091
H -0.13739 1.10658 4.43427 0.1177 0.0265 -0.1664
H 1.44413 1.86942 4.29805 -0.1715 -0.1300 -0.0869